[1]
{
  "formula": "C3H4ClF",
  "method": "ωB97M-V with the def2-TZVPD basis set",
  "total_energy_ha": -676.6207,
  "homo_energy_ev": [-8.362, -8.814],
  "lumo_energy_ha": [-0.002, -0.001],
  "e_above_lowest_ev": 3.286,
  "largest_force_ev_per_a": 2.52,
  "multiplicity": 1,
  "species": ["Cl", "F", "C", "C", "C", "H", "H", "H", "H"],
  "coordinates": [[2.99763, -0.72424, -0.04516], [2.15614, 1.58275, -0.31672], [0.53563, 0.02272, 0.60446], [1.97649, 0.48181, 0.40356], [-0.32252, -0.08708, -0.65139], [-0.05609, 0.73100, 1.34613], [0.00735, -0.48155, -1.63761], [0.72457, -0.95304, 0.96992], [-1.17859, 0.62991, -0.73312]],
  "nbo_charge": [0.036, -0.325, -0.575, 0.318, -0.277, 0.233, 0.180, 0.237, 0.173]
}

=====

[2]
{
  "formula": "C4H6O2",
  "method": "ωB97M-V with the def2-TZVPD basis set",
  "total_energy_ha": -306.4417,
  "homo_energy_ev": -9.721,
  "lumo_energy_ha": 0.025,
  "smiles": "O=C[C@@H]1C[C@@H]1O",
  "e_above_lowest_ev": 1.758,
  "largest_force_ev_per_a": 0.58,
  "multiplicity": 1,
  "species": ["O", "O", "C", "C", "C", "C", "H", "H", "H", "H", "H", "H"],
  "coordinates": [[2.32284, -0.25865, 1.55645], [-1.58376, 0.74981, 0.50948], [0.17703, 0.12819, -1.14216], [1.20950, 0.08967, 1.23183], [0.44548, -0.61500, 0.16042], [-0.95023, -0.24338, -0.23766], [-2.24688, 1.15406, -0.06541], [0.70089, 0.94721, 1.71739], [0.33390, -0.40235, -2.07832], [0.46680, 1.17428, -1.15856], [-1.59584, -1.06532, -0.55282], [0.72028, -1.65854, 0.05936]],
  "nbo_charge": [-0.520, -0.701, -0.425, 0.434, -0.358, 0.092, 0.476, 0.129, 0.228, 0.226, 0.182, 0.239]
}

=====

[3]
{
  "formula": "C14H16AsB11Br6CaNO6S",
  "method": "ωB97M-V with the def2-TZVPD basis set",
  "total_charge": 1,
  "total_energy_ha": -20078.4314,
  "homo_energy_ev": [-12.443, -12.549],
  "lumo_energy_ha": [-0.293, -0.282],
  "largest_force_ev_per_a": 8.39,
  "multiplicity": 1,
  "species": ["Br", "Br", "Br", "Br", "Br", "Br", "As", "Ca", "S", "O", "O", "O", "O", "O", "O", "N", "C", "C", "C", "C", "C", "C", "C", "C", "C", "C", "C", "C", "C", "C", "B", "B", "B", "B", "B", "B", "B", "B", "B", "B", "B", "H", "H", "H", "H", "H", "H", "H", "H", "H", "H", "H", "H", "H", "H", "H", "H"],
  "coordinates": [[-1.64398, -1.48989, 0.28012], [-2.90548, -4.40129, -5.06068], [0.13822, 0.41981, -2.27758], [-3.32768, -1.08159, -2.88678], [-0.73918, -1.21409, -5.76868], [-3.36858, -4.61569, -1.24838], [1.06182, 1.72141, 2.80282], [0.22302, 0.51281, 0.50482], [2.43212, -0.66999, 1.03432], [-0.19998, 0.75021, 2.47212], [0.70792, 2.52161, 4.33342], [3.34642, -1.55209, 0.37062], [2.25592, 0.61831, 0.39192], [1.30152, 2.87161, 1.70042], [1.12842, -1.27909, 1.25242], [-1.21488, 2.22531, 0.06852], [4.16472, -1.11119, 3.11932], [2.62232, 0.70281, 3.41192], [4.69362, -0.82079, 4.36772], [-1.71778, 3.26071, 0.11002], [0.92532, -4.06359, -2.61368], [3.13452, 0.99791, 4.66552], [3.12282, -0.32149, 2.67062], [-4.15188, 6.61551, 0.51552], [-3.83778, 4.23921, 0.54242], [-1.98988, 5.71311, -0.02978], [-4.65788, 5.33591, 0.70532], [-2.82868, 6.79961, 0.13652], [-2.49178, 4.42691, 0.19202], [4.18252, 0.21581, 5.13082], [-0.53068, -2.26629, -4.16508], [-0.89458, -2.47529, -1.27298], [-0.15648, -4.09879, -1.28718], [-1.76818, -3.86079, -2.02028], [0.19882, -3.91589, -4.15158], [-1.55268, -3.74659, -3.83038], [-1.76708, -2.22939, -2.83638], [-0.54638, -4.86749, -2.85028], [1.05642, -2.55429, -3.40818], [-0.11208, -1.53099, -2.56508], [0.84022, -2.68269, -1.64188], [-5.69048, 5.19221, 0.98592], [1.73312, -2.38539, -0.95048], [-0.15318, 2.94281, 4.27532], [2.06262, -2.18639, -3.86928], [-2.44968, 7.79771, -0.02318], [1.81882, -4.66379, -2.53298], [-4.21078, 3.23571, 0.68382], [-4.79308, 7.47141, 0.66502], [4.53762, -1.90519, 2.49252], [0.06052, -4.77929, -0.36608], [4.59832, 0.42711, 6.10612], [-0.58098, -6.03169, -2.92758], [5.50922, -1.41859, 4.74332], [-0.96018, 5.85001, -0.32048], [0.65952, -4.45479, -5.07908], [2.72522, 1.80871, 5.25262]],
  "nbo_charge": [-0.009, 0.243, -0.037, 0.043, 0.147, 0.163, 2.298, 1.671, 2.390, -1.149, -0.984, -0.935, -1.056, -0.520, -1.034, -0.507, -0.162, -0.259, -0.157, 0.427, -0.542, -0.210, -0.358, -0.150, -0.155, -0.162, -0.205, -0.204, -0.169, -0.185, -0.090, -0.094, -0.032, -0.047, -0.078, -0.070, -0.095, -0.125, -0.065, -0.062, -0.087, 0.235, 0.131, 0.507, 0.122, 0.235, 0.341, 0.233, 0.233, 0.264, 0.112, 0.239, 0.121, 0.237, 0.232, 0.113, 0.258]
}

=====

[4]
{
  "formula": "C3H2NO3",
  "method": "ωB97M-V with the def2-TZVPD basis set",
  "total_charge": -1,
  "total_energy_ha": -395.9654,
  "homo_energy_ev": -3.524,
  "lumo_energy_ha": 0.155,
  "e_above_lowest_ev": 3.003,
  "largest_force_ev_per_a": 4.10,
  "multiplicity": 1,
  "species": ["O", "O", "O", "N", "C", "C", "C", "H", "H"],
  "coordinates": [[2.15929, 1.20408, -0.59338], [0.75216, -0.50310, -1.10016], [-1.49440, 1.73387, 1.74677], [-0.97442, 1.00584, -0.36489], [-1.73327, 1.22661, 0.66228], [1.85326, 0.02422, -0.76026], [-0.17318, 0.85620, -1.30484], [-2.77744, 0.89607, 0.40237], [2.76149, -0.75019, -0.66979]],
  "nbo_charge": [-0.656, -0.595, -0.664, -0.633, 0.511, 0.654, 0.275, 0.068, 0.039]
}

=====

[5]
{
  "formula": "C6H10N",
  "method": "ωB97M-V with the def2-TZVPD basis set",
  "total_charge": 1,
  "total_energy_ha": -288.9934,
  "homo_energy_ev": -15.348,
  "lumo_energy_ha": -0.184,
  "smiles": "CC(C)C=C=C=[NH2+]",
  "e_above_lowest_ev": 2.437,
  "largest_force_ev_per_a": 4.98,
  "multiplicity": 1,
  "species": ["N", "C", "C", "C", "C", "C", "C", "H", "H", "H", "H", "H", "H", "H", "H", "H", "H"],
  "coordinates": [[-3.27726, 0.46029, -0.13923], [2.11494, -0.77542, 0.47524], [-2.23966, 0.02536, 0.43808], [1.00223, -0.16481, -0.38355], [-1.17842, -0.54489, 0.75968], [-0.22548, -0.94311, -0.05967], [0.78026, 1.28117, -0.19859], [3.13498, -0.75623, 0.02479], [-0.03416, -1.96109, -0.49866], [-3.51537, 1.42604, -0.18891], [1.75138, 1.84469, -0.44001], [0.02604, 1.55453, -0.90645], [1.83842, -1.83950, 0.59979], [-3.92355, -0.25835, -0.28020], [0.43294, 1.44114, 0.72304], [1.17487, -0.44204, -1.44036], [2.13786, -0.34779, 1.51502]],
  "nbo_charge": [-0.679, -0.597, 0.392, -0.290, -0.105, 0.127, -0.598, 0.257, 0.262, 0.446, 0.246, 0.206, 0.214, 0.432, 0.207, 0.243, 0.236]
}

=====

[6]
{
  "formula": "C62H61AsN4O4PRbS3",
  "method": "ωB97M-V with the def2-TZVPD basis set",
  "total_charge": -2,
  "total_energy_ha": -6715.0462,
  "homo_energy_ev": -1.150,
  "lumo_energy_ha": 0.121,
  "e_above_lowest_ev": 2.438,
  "largest_force_ev_per_a": 1.44,
  "multiplicity": 1,
  "species": ["Rb", "As", "S", "S", "S", "P", "O", "O", "O", "O", "N", "N", "N", "N", "C", "C", "C", "C", "C", "C", "C", "C", "C", "C", "C", "C", "C", "C", "C", "C", "C", "C", "C", "C", "C", "C", "C", "C", "C", "C", "C", "C", "C", "C", "C", "C", "C", "C", "C", "C", "C", "C", "C", "C", "C", "C", "C", "C", "C", "C", "C", "C", "C", "C", "C", "C", "C", "C", "C", "C", "C", "C", "C", "C", "C", "C", "H", "H", "H", "H", "H", "H", "H", "H", "H", "H", "H", "H", "H", "H", "H", "H", "H", "H", "H", "H", "H", "H", "H", "H", "H", "H", "H", "H", "H", "H", "H", "H", "H", "H", "H", "H", "H", "H", "H", "H", "H", "H", "H", "H", "H", "H", "H", "H", "H", "H", "H", "H", "H", "H", "H", "H", "H", "H", "H", "H", "H"],
  "coordinates": [[-0.95705, -0.58361, 0.01768], [5.89854, -0.38957, -2.00850], [-2.19291, 0.06965, -2.73169], [-1.06993, -2.80532, 2.87781], [-8.15982, 1.11548, 1.08203], [1.25168, -0.05225, -2.46254], [-1.94135, 0.20372, -4.25113], [-3.60542, 0.33401, -2.49526], [-1.32918, 1.08945, -2.08048], [-1.79117, -1.28298, -2.33254], [-10.26406, -2.64512, -0.45798], [-3.78732, -0.13221, 0.90999], [-0.82571, 1.62745, 2.92678], [1.74060, 0.69329, 2.76257], [0.62998, -0.36548, -4.14282], [-1.33038, 3.95595, 1.39808], [1.65995, 1.75158, -2.61442], [-0.36574, 0.52624, -4.72909], [-9.66271, -1.18832, 1.34797], [2.35218, 2.25996, -3.71348], [3.06457, 0.18843, 2.66253], [-3.69219, 3.84994, 2.28997], [5.46784, -0.40437, -4.95649], [5.10525, -3.17581, -1.65941], [6.12002, -5.07583, -2.73232], [2.72646, 3.59484, -3.76596], [4.65183, -1.56047, 3.02263], [3.64602, 2.25445, 1.35176], [5.59764, -0.86340, 2.28652], [-6.45903, 0.58764, 1.00612], [5.89665, 0.30584, -3.83642], [1.31946, 2.62709, -1.58997], [6.25458, 1.64276, -3.98679], [-2.81499, 0.21229, 4.40686], [-2.63526, -3.49838, 5.04825], [5.19178, -4.54946, -1.84561], [5.38451, 0.21616, -6.19503], [5.94338, -2.31003, -2.35732], [-4.66768, -4.56944, 3.51687], [-0.00361, 1.94738, 3.83068], [6.88275, -2.84984, -3.23330], [-2.14379, 2.15506, 2.95429], [-3.76977, -4.01206, 5.65732], [-2.47485, -3.49107, 3.64844], [-9.57630, -1.84776, -1.27454], [4.00703, 0.91988, 1.93629], [3.01147, -0.65307, -2.70554], [1.68671, 3.96742, -1.63440], [-5.54824, 1.36995, 0.32130], [-2.40931, 3.31673, 2.22815], [6.16984, 2.26731, -5.22486], [-0.02073, -0.72284, -6.81942], [2.36227, -1.79252, 4.05519], [3.97366, -0.14585, -1.64752], [6.96812, -4.22189, -3.42473], [-0.39916, 0.42854, -6.18189], [-3.13178, 1.48917, 3.68201], [-0.32011, 2.83374, 5.01432], [-4.21598, 0.97215, 0.30983], [-4.40162, 2.05605, 3.71729], [5.27552, 0.37906, 1.76226], [5.73308, 1.55378, -6.33090], [-8.91790, -0.70019, -0.85861], [-10.29344, -2.31060, 0.82856], [3.37637, -1.04519, 3.23718], [-3.53315, -4.05557, 2.90799], [1.41719, 1.39773, 3.75888], [-4.68285, 3.23292, 3.03937], [0.95820, -1.54104, -4.80573], [0.60198, -1.77809, -6.13056], [2.39995, 4.45323, -2.72133], [2.35185, 1.77378, 4.88368], [-6.01774, -0.55825, 1.65653], [-4.80615, -4.55148, 4.90149], [-8.96155, -0.35884, 0.48574], [-4.67385, -0.87825, 1.56909], [1.40781, 4.63191, -0.82355], [6.17693, -6.14598, -2.88861], [5.64969, 2.04056, -7.29477], [6.58069, -1.28569, 2.11767], [-3.43350, -4.09269, 1.82917], [-2.25548, -0.49124, 3.78120], [6.00743, 0.93561, 1.18991], [2.58320, 1.59527, -4.54025], [3.26961, 3.96700, -4.62768], [-9.54699, -2.13830, -2.31876], [1.53512, -2.17497, 3.45145], [4.89865, -2.52628, 3.44976], [-1.72549, 4.80727, 0.84403], [-9.71756, -0.96277, 2.40456], [-6.69638, -1.19393, 2.21087], [-3.73004, -0.27900, 4.73911], [-2.19713, 0.39870, 5.29204], [-0.83950, 1.24812, -6.73991], [-4.28395, -1.76587, 2.05642], [2.83193, -2.63559, 4.56294], [3.88714, 0.93898, -1.53049], [-0.21722, 2.27365, 5.94599], [2.86658, 2.15325, 0.59504], [5.01521, -0.34043, -7.04722], [1.90366, -1.15481, 4.81448], [-5.69276, -4.95304, 5.37759], [5.16399, -1.43919, -4.85957], [-5.68237, 3.64974, 3.06828], [4.51321, 2.71855, 0.88145], [-5.18208, 1.54842, 4.27353], [1.56440, -2.28929, -4.30039], [6.58409, 2.20998, -3.12274], [7.69572, -4.62405, -4.11972], [4.52126, -5.20472, -1.30372], [3.26038, 2.93989, 2.11099], [1.93918, 1.48710, 5.85185], [2.68702, 5.49810, -2.76251], [-5.45370, -4.99272, 2.89966], [2.50476, 2.85507, 4.90455], [-1.83909, -3.07546, 5.65049], [0.73668, 2.25655, -0.75393], [3.77622, -0.57286, -0.66120], [-3.84716, -3.98863, 6.74005], [3.32256, -0.34406, -3.70310], [-8.36400, -0.09417, -1.56323], [0.88833, -2.69373, -6.63252], [-5.85967, 2.25699, -0.21289], [-0.31219, 1.54632, -4.35986], [-0.49670, 4.30662, 2.01316], [0.37314, 3.67511, 5.06627], [-3.91360, 4.74934, 1.72592], [-3.48134, 1.54054, -0.24925], [2.98460, -1.74494, -2.70595], [4.37109, -2.78212, -0.96644], [3.31741, 1.29022, 4.75602], [-1.33447, 3.21804, 4.95389], [-0.15867, -0.79673, -7.89610], [6.43192, 3.31422, -5.31955], [-10.84450, -2.97480, 1.48626], [7.54715, -2.19144, -3.78216], [-0.91631, 3.24479, 0.67972]],
  "mulliken_charge": [0.554, 0.222, 0.861, -0.315, -0.205, 1.095, -0.371, -0.674, -0.614, -0.767, -0.620, 0.705, 0.312, 0.036, 0.376, -1.455, -0.176, 0.319, -0.019, -0.084, -0.376, -0.972, -0.069, -0.219, -0.393, -0.748, -1.086, -1.503, -1.001, 0.436, 0.080, -0.204, -0.496, -1.485, -0.535, -0.722, -0.466, 0.179, -0.375, 0.763, -0.348, -0.235, -0.376, 0.186, -0.341, 1.473, -0.467, -0.105, -0.881, 1.464, -0.601, -0.151, -1.179, -0.939, -0.568, -1.379, 1.093, -2.061, -0.454, -0.650, -0.805, -0.501, -0.234, -0.364, 1.401, -0.756, 0.916, -1.170, -0.608, -0.955, -0.785, -1.890, -0.688, -0.496, 0.178, -0.663, 0.450, 0.357, 0.361, 0.441, 0.356, 0.063, 0.367, 0.339, 0.408, 0.358, 0.152, 0.355, 0.449, 0.395, 0.537, 0.600, 0.335, 0.366, 0.181, 0.413, 0.375, 0.374, 0.210, 0.380, 0.201, 0.363, 0.288, 0.413, 0.442, 0.398, 0.306, 0.336, 0.372, 0.406, 0.392, 0.399, 0.342, 0.376, 0.399, 0.323, 0.348, 0.350, 0.318, -0.079, 0.398, 0.361, 0.474, 0.091, 0.276, 0.390, 0.344, 0.541, 0.660, 0.372, 0.459, 0.524, 0.353, 0.411, 0.344, 0.410, 0.228]
}